--- w ---
Formula: C3H7NOS2
Source: the Open Molecules 2025 dataset
Level of theory: ωB97M-V with the def2-TZVPD basis set

Last column: natural (NBO) charge in e.
Atoms and positions in Å:
C: -0.227 -0.915 -0.541  0.431
C: 2.849 -0.864 0.513  -0.801
C: -1.476 1.670 -0.513  -0.824
N: -2.700 -0.030 0.880  -1.042
O: 0.014 -1.839 -1.165  -0.496
S: 1.692 0.436 0.224  -0.126
S: -2.068 0.048 -0.531  1.040
H: 3.055 -1.435 1.422  0.214
H: 3.934 -0.592 0.336  0.228
H: 2.481 -1.629 -0.143  0.217
H: -2.131 2.130 0.239  0.278
H: -1.694 2.185 -1.446  0.246
H: -0.474 1.664 -0.345  0.262
H: -3.255 -0.830 1.072  0.373

Net charge   0
E_HOMO (spin up / spin down)   -8.00 / -8.00 eV
Kohn-Sham gap (spin up / spin down)   6.88 / 6.88 eV

---

--- x ---
Formula: C3H7NOS2
Source: the Open Molecules 2025 dataset
Level of theory: ωB97M-V with the def2-TZVPD basis set

Last column: natural (NBO) charge in e.
Atoms and positions in Å:
C: 2.899 0.421 -0.001  -0.245
O: 1.811 -0.448 0.130  -0.547
C: 0.548 0.163 0.005  -0.207
S: -0.661 -1.147 0.023  0.316
C: -2.148 -0.240 0.070  -0.094
N: -3.229 -1.076 0.003  -0.792
S: -2.386 1.419 0.035  -0.184
H: 3.696 -0.104 -0.509  0.193
H: 2.694 1.298 -0.624  0.169
H: 3.206 0.781 0.945  0.175
H: 0.380 0.889 0.864  0.204
H: 0.521 0.771 -0.937  0.196
H: -3.191 -2.095 -0.052  0.402
H: -4.141 -0.634 0.047  0.413

SMILES   COCSC(N)=S
Net charge   0
E_HOMO   -8.60 eV
Kohn-Sham gap   9.20 eV

---

Each structure's energy above the most stable one, in kJ/mol: w 346.9; x 0.0.

---

--- w ---
Formula: C13H32ClFN5O7PS
Source: the Open Molecules 2025 dataset
Level of theory: ωB97M-V with the def2-TZVPD basis set

Last column: natural (NBO) charge in e.
Atoms and positions in Å:
C: -3.490 -1.107 -2.417  -0.461
N: -3.865 0.233 -1.888  -1.009
P: -5.606 0.350 -1.780  1.271
O: -6.050 0.372 -3.338  -0.973
Cl: -5.827 2.304 -1.213  -0.296
S: -3.062 1.516 -2.585  2.551
O: -2.470 2.288 -1.568  -0.919
O: -3.823 2.154 -3.580  -0.898
F: -1.900 0.784 -3.316  -0.482
H: -4.317 -1.798 -2.286  0.228
H: -2.643 -1.507 -1.862  0.258
H: -3.255 -1.096 -3.475  0.207
H: -6.743 -0.303 -3.405  0.510
C: -0.158 2.558 0.455  -0.413
N: 1.041 2.357 1.256  -0.614
C: 1.512 3.110 2.281  0.679
C: 0.713 4.331 2.669  -0.721
O: 2.544 2.800 2.858  -0.650
H: -0.819 1.698 0.551  0.204
H: 0.112 2.670 -0.594  0.206
H: -0.696 3.444 0.772  0.218
H: 1.624 1.562 1.050  0.391
H: 1.215 4.822 3.497  0.242
H: 0.644 5.029 1.834  0.229
H: -0.293 4.051 2.983  0.230
C: 5.486 4.395 3.694  -0.416
N: 6.799 4.443 3.069  -0.614
C: 7.910 3.730 3.385  0.674
C: 7.800 2.750 4.531  -0.721
O: 8.949 3.880 2.762  -0.635
H: 4.733 4.110 2.960  0.222
H: 5.233 5.380 4.092  0.189
H: 5.466 3.675 4.503  0.211
H: 6.937 5.077 2.298  0.397
H: 8.761 2.263 4.658  0.241
H: 7.541 3.266 5.457  0.224
H: 7.044 1.993 4.321  0.226
C: 1.826 -2.877 0.881  -0.413
N: 0.449 -3.104 0.475  -0.604
C: -0.304 -2.377 -0.381  0.687
C: 0.338 -1.165 -1.012  -0.721
O: -1.462 -2.704 -0.620  -0.660
H: 2.440 -3.738 0.616  0.202
H: 1.878 -2.734 1.961  0.205
H: 2.232 -1.998 0.394  0.213
H: -0.036 -3.897 0.866  0.401
H: -0.378 -0.683 -1.668  0.245
H: 0.643 -0.452 -0.246  0.223
H: 1.209 -1.454 -1.601  0.233
C: -3.208 -5.549 -1.360  -0.419
N: -4.313 -4.743 -1.853  -0.609
C: -4.635 -4.432 -3.132  0.678
C: -3.762 -4.998 -4.227  -0.722
O: -5.591 -3.708 -3.374  -0.653
H: -3.588 -6.392 -0.780  0.194
H: -2.596 -4.920 -0.713  0.223
H: -2.601 -5.927 -2.175  0.208
H: -4.934 -4.332 -1.174  0.401
H: -4.144 -4.655 -5.183  0.245
H: -2.732 -4.656 -4.114  0.227
H: -3.780 -6.088 -4.210  0.228

SMILES   CN(P(O)Cl)S(=O)(=O)F.CNC(C)=O.CNC(C)=O.CNC(C)=O.CNC(C)=O
Net charge   0
E_HOMO   -9.15 eV
Kohn-Sham gap   9.41 eV

---

--- x ---
Formula: C13H32ClFN5O7PS
Source: the Open Molecules 2025 dataset
Level of theory: ωB97M-V with the def2-TZVPD basis set

Last column: natural (NBO) charge in e.
Atoms and positions in Å:
C: 3.780 -2.332 0.266  -0.488
N: 2.712 -3.330 0.558  -0.954
P: 3.319 -4.703 1.484  1.258
O: 4.498 -5.486 0.559  -0.958
Cl: 1.695 -6.039 1.625  -0.284
S: 1.810 -3.777 -0.824  2.411
O: 0.380 -3.629 -0.481  -0.892
O: 2.145 -5.100 -1.356  -0.863
F: 2.125 -2.682 -2.003  -0.477
H: 4.637 -2.409 0.966  0.236
H: 3.350 -1.311 0.392  0.277
H: 4.204 -2.399 -0.750  0.214
H: 5.246 -5.503 1.163  0.502
C: -2.013 -1.695 -0.171  -0.412
N: -2.869 -0.521 -0.141  -0.616
C: -4.164 -0.429 0.260  0.677
C: -4.838 -1.686 0.744  -0.721
O: -4.743 0.648 0.222  -0.649
H: -1.142 -1.511 0.458  0.201
H: -1.679 -1.859 -1.196  0.207
H: -2.527 -2.583 0.183  0.219
H: -2.487 0.358 -0.451  0.392
H: -5.861 -1.454 1.027  0.243
H: -4.859 -2.434 -0.050  0.230
H: -4.318 -2.084 1.616  0.230
C: -7.737 1.797 -1.091  -0.416
N: -8.078 2.460 -2.338  -0.614
C: -8.278 3.785 -2.561  0.672
C: -8.139 4.721 -1.389  -0.720
O: -8.561 4.185 -3.680  -0.636
H: -6.791 1.270 -1.219  0.221
H: -8.519 1.071 -0.856  0.189
H: -7.643 2.500 -0.269  0.212
H: -8.187 1.895 -3.164  0.398
H: -8.327 5.738 -1.722  0.242
H: -8.865 4.469 -0.614  0.225
H: -7.127 4.670 -0.981  0.227
C: 0.508 3.118 0.499  -0.413
N: 1.615 2.296 0.953  -0.603
C: 1.986 1.069 0.513  0.688
C: 1.169 0.444 -0.587  -0.721
O: 2.959 0.508 1.011  -0.661
H: 0.900 4.067 0.132  0.203
H: -0.155 3.314 1.343  0.206
H: -0.055 2.634 -0.292  0.213
H: 2.205 2.653 1.689  0.402
H: 1.581 -0.530 -0.834  0.244
H: 0.137 0.310 -0.260  0.226
H: 1.199 1.068 -1.481  0.235
C: 6.208 1.427 1.923  -0.419
N: 6.630 0.041 1.983  -0.611
C: 7.336 -0.669 1.065  0.673
C: 7.761 0.039 -0.194  -0.721
O: 7.605 -1.844 1.273  -0.644
H: 6.630 1.961 2.777  0.193
H: 5.118 1.452 1.991  0.220
H: 6.524 1.911 1.004  0.209
H: 6.381 -0.498 2.797  0.401
H: 8.311 -0.655 -0.824  0.246
H: 6.886 0.390 -0.745  0.226
H: 8.412 0.881 0.046  0.228

SMILES   CN(P(O)Cl)S(=O)(=O)F.CNC(C)=O.CNC(C)=O.CNC(C)=O.CNC(C)=O
Net charge   0
E_HOMO   -9.12 eV
Kohn-Sham gap   9.31 eV

---

Each structure's energy above the most stable one, in kJ/mol: w 0.0; x 97.9.

---

--- w ---
Formula: CH8N2O
Source: the Open Molecules 2025 dataset
Level of theory: ωB97M-V with the def2-TZVPD basis set

Last column: natural (NBO) charge in e.
Atoms and positions in Å:
C: 0.365 1.773 -0.719  -0.255
O: 0.444 0.460 -1.191  -0.737
H: -0.715 1.935 -0.543  0.166
H: 0.846 2.524 -1.322  0.171
H: 0.820 1.975 0.259  0.168
H: 0.994 0.008 -0.564  0.486
N: 0.195 -1.010 1.248  -0.722
N: -0.994 -1.344 0.461  -0.696
H: -0.164 -0.659 2.157  0.354
H: 0.809 -1.775 1.309  0.354
H: -0.883 -0.814 -0.403  0.373
H: -1.852 -1.023 0.985  0.339

SMILES   CO.NN
Net charge   0
E_HOMO   -8.72 eV
Kohn-Sham gap   9.72 eV

---

--- x ---
Formula: CH8N2O
Source: the Open Molecules 2025 dataset
Level of theory: ωB97M-V with the def2-TZVPD basis set

Last column: natural (NBO) charge in e.
Atoms and positions in Å:
N: 0.299 2.282 -0.439  -0.828
C: -0.424 1.014 -0.452  -0.062
N: 0.338 -0.203 -0.269  -0.866
H: 0.654 2.518 -1.365  0.350
H: 1.143 2.162 0.068  0.344
H: -1.017 0.943 -1.359  0.184
H: -1.195 1.043 0.317  0.175
H: 1.050 -0.075 0.442  0.360
H: 0.821 -0.541 -1.079  0.365
O: -0.236 -2.742 1.133  -0.974
H: -1.144 -3.003 0.936  0.464
H: -0.040 -1.965 0.580  0.488

SMILES   NCN.O
Net charge   0
E_HOMO   -9.70 eV
Kohn-Sham gap   10.61 eV

---

Each structure's energy above the most stable one, in kJ/mol: w 166.5; x 0.0.

---

--- w ---
Formula: C29H58Br2F7N3O12S2
Source: the Open Molecules 2025 dataset
Level of theory: ωB97M-V with the def2-TZVPD basis set

Last column: Mulliken charge in e.
Atoms and positions in Å:
C: 3.382 -5.136 2.284  -1.369
C: 3.456 -3.678 2.737  -0.092
C: 4.199 -2.776 1.753  -0.815
C: 3.648 -2.853 0.312  -1.270
C: 3.445 -1.452 -0.335  -1.224
C: 2.125 -1.222 -1.008  0.643
C: 1.319 -0.158 -0.798  -1.703
N: 1.704 0.839 0.160  1.160
C: 2.875 1.656 -0.224  -1.122
C: 1.785 0.365 1.458  0.563
C: 1.225 -0.973 1.829  0.188
O: 2.300 1.050 2.309  -0.655
C: 0.091 0.052 -1.524  -0.585
C: -0.772 1.305 -1.388  -1.361
Br: 0.170 2.602 -2.508  0.005
C: -1.037 1.948 -0.006  -0.101
C: -1.615 1.008 1.045  -1.249
Br: -2.400 3.335 -0.392  -0.122
C: -0.272 -0.874 -2.455  0.342
S: -1.700 -0.722 -3.508  1.344
O: -1.739 -1.705 -4.532  -0.703
O: -1.746 0.623 -3.987  -0.639
C: -3.253 -0.886 -2.462  0.399
F: -2.928 -1.069 -1.174  0.104
F: -3.928 0.248 -2.550  -0.307
C: -4.158 -2.032 -2.942  0.886
F: -4.567 -1.805 -4.184  -0.256
F: -3.462 -3.169 -2.890  -0.271
C: -5.430 -2.261 -2.086  0.180
F: -6.236 -1.230 -2.084  -0.220
F: -5.118 -2.614 -0.838  -0.220
F: -6.085 -3.276 -2.637  -0.294
C: 0.526 -2.021 -2.682  0.623
N: 0.344 -3.008 -3.545  -0.475
S: 1.550 -4.014 -3.404  0.026
N: 2.409 -3.267 -2.274  -0.559
C: 1.729 -2.186 -1.957  1.268
H: 2.483 -5.360 1.724  0.346
H: 4.279 -5.410 1.744  0.280
H: 3.341 -5.758 3.171  0.443
H: 4.020 -3.656 3.666  0.294
H: 2.486 -3.248 2.951  0.080
H: 5.255 -3.013 1.774  0.622
H: 4.118 -1.764 2.149  0.236
H: 2.718 -3.405 0.326  0.518
H: 4.388 -3.397 -0.252  0.496
H: 4.190 -1.362 -1.122  0.917
H: 3.694 -0.701 0.396  0.227
H: 2.631 2.706 -0.093  0.234
H: 3.105 1.513 -1.269  0.458
H: 3.720 1.458 0.419  0.371
H: 0.257 -1.165 1.400  0.009
H: 1.169 -1.054 2.899  0.526
H: 1.873 -1.759 1.470  -0.751
H: -1.738 1.196 -1.843  1.019
H: -0.176 2.504 0.313  0.845
H: -1.623 -0.021 0.719  0.002
H: -1.065 1.110 1.970  0.070
H: -2.625 1.306 1.280  0.736
C: 5.234 -4.543 6.991  -0.546
O: 5.546 -3.796 5.818  -0.468
H: 5.041 -5.569 6.691  0.212
H: 6.070 -4.529 7.695  0.262
H: 4.343 -4.141 7.482  0.262
H: 5.716 -2.891 6.088  0.281
C: -6.014 -0.044 1.474  -0.722
O: -5.292 0.290 0.293  -0.370
H: -6.526 0.852 1.815  0.274
H: -6.756 -0.822 1.270  0.249
H: -5.336 -0.388 2.260  0.282
H: -4.841 -0.504 0.000  0.099
C: -0.968 3.691 5.990  -0.400
O: -1.893 2.604 6.073  -0.533
H: -1.408 4.463 5.365  0.167
H: -0.777 4.105 6.985  0.319
H: -0.037 3.356 5.543  0.169
H: -1.492 1.932 6.629  0.298
C: -1.133 7.109 0.426  -0.711
O: 0.017 6.417 -0.043  -0.386
H: -1.401 6.645 1.372  0.248
H: -0.913 8.166 0.587  0.297
H: -1.967 7.007 -0.271  0.288
H: 0.309 6.780 -0.884  0.219
C: 0.407 5.382 3.349  -0.663
O: 1.319 5.437 2.255  -0.540
H: 0.946 5.125 4.256  0.318
H: -0.056 6.367 3.484  0.361
H: -0.375 4.636 3.173  0.187
H: 0.786 5.686 1.483  0.371
C: -3.886 -3.138 -7.826  -0.453
O: -5.208 -3.086 -7.296  -0.538
H: -3.953 -3.503 -8.847  0.257
H: -3.429 -2.146 -7.831  0.215
H: -3.260 -3.820 -7.244  0.210
H: -5.142 -2.764 -6.394  0.309
C: -3.725 -4.425 2.057  -0.635
O: -3.236 -3.836 0.856  -0.354
H: -2.869 -4.672 2.680  0.218
H: -4.369 -3.728 2.601  0.250
H: -4.282 -5.341 1.842  0.291
H: -3.993 -3.617 0.306  0.323
C: 2.590 1.533 -6.158  -0.620
O: 1.562 2.083 -5.343  -0.399
H: 3.347 2.299 -6.302  0.242
H: 3.050 0.666 -5.673  0.218
H: 2.198 1.233 -7.133  0.288
H: 0.891 1.406 -5.214  0.243
C: 2.582 5.487 -1.749  -0.371
O: 2.750 6.906 -1.743  -0.543
H: 1.536 5.281 -1.947  -0.073
H: 3.191 5.033 -2.536  0.400
H: 2.851 5.063 -0.779  0.302
H: 3.674 7.094 -1.566  0.299

Net charge   0
E_HOMO   -9.55 eV
Kohn-Sham gap   8.05 eV

---

--- x ---
Formula: C29H58Br2F7N3O12S2
Source: the Open Molecules 2025 dataset
Level of theory: ωB97M-V with the def2-TZVPD basis set

Last column: Mulliken charge in e.
Atoms and positions in Å:
C: 3.273 -5.085 2.865  -1.077
C: 3.386 -3.526 3.246  0.100
C: 4.318 -2.675 2.214  -0.623
C: 3.823 -2.852 0.664  -0.778
C: 3.692 -1.428 -0.079  -0.295
C: 2.333 -1.208 -0.879  0.435
C: 1.402 0.050 -0.721  -1.079
N: 1.792 1.081 0.261  0.783
C: 3.064 1.788 -0.094  -0.535
C: 1.775 0.588 1.639  0.484
C: 1.083 -0.796 2.107  0.254
O: 2.291 1.280 2.579  -0.726
C: 0.090 0.238 -1.574  0.362
C: -0.880 1.501 -1.504  -0.899
Br: -0.022 2.918 -2.654  -0.012
C: -1.125 2.091 -0.032  -0.003
C: -1.627 1.020 1.055  -0.215
Br: -2.630 3.428 -0.226  -0.146
C: -0.276 -0.893 -2.609  -0.193
S: -1.760 -0.798 -3.732  1.258
O: -1.743 -1.812 -4.840  -0.606
O: -1.739 0.595 -4.353  -0.626
C: -3.363 -0.861 -2.741  0.516
F: -3.061 -0.979 -1.348  0.040
F: -4.055 0.385 -2.910  -0.292
C: -4.361 -2.029 -3.216  0.599
F: -4.781 -1.843 -4.574  -0.227
F: -3.680 -3.287 -3.086  -0.245
C: -5.707 -2.149 -2.346  0.329
F: -6.550 -1.005 -2.445  -0.206
F: -5.462 -2.508 -1.000  -0.236
F: -6.463 -3.223 -2.925  -0.269
C: 0.626 -2.162 -2.770  0.294
N: 0.526 -3.299 -3.640  -0.451
S: 1.814 -4.415 -3.397  0.150
N: 2.696 -3.563 -2.182  -0.555
C: 1.939 -2.347 -1.917  0.388
H: 2.355 -5.321 2.223  0.285
H: 4.259 -5.451 2.405  0.234
H: 3.120 -5.651 3.864  0.352
H: 3.906 -3.471 4.277  0.166
H: 2.371 -2.993 3.358  0.009
H: 5.435 -2.958 2.332  0.452
H: 4.244 -1.585 2.574  0.160
H: 2.819 -3.404 0.657  0.367
H: 4.648 -3.495 0.172  0.333
H: 4.540 -1.392 -0.870  0.568
H: 3.942 -0.617 0.683  -0.015
H: 2.882 2.917 0.005  0.086
H: 3.364 1.608 -1.189  0.292
H: 3.910 1.537 0.645  0.280
H: 0.054 -0.963 1.616  -0.088
H: 0.969 -0.860 3.248  0.194
H: 1.729 -1.689 1.796  -0.479
H: -1.913 1.335 -1.974  0.462
H: -0.221 2.711 0.278  0.523
H: -1.609 -0.071 0.668  -0.216
H: -0.990 1.129 2.017  -0.235
H: -2.697 1.297 1.377  0.582
C: 4.781 -4.191 7.712  -0.537
O: 5.226 -3.547 6.527  -0.474
H: 4.547 -5.231 7.481  0.211
H: 5.569 -4.158 8.468  0.258
H: 3.883 -3.693 8.087  0.258
H: 5.426 -2.631 6.758  0.283
C: -5.869 -0.348 1.606  -0.687
O: -5.279 0.138 0.410  -0.373
H: -6.402 0.470 2.092  0.300
H: -6.574 -1.150 1.370  0.252
H: -5.090 -0.721 2.276  0.265
H: -4.815 -0.603 0.000  0.114
C: 0.659 2.376 5.141  -0.425
O: 0.046 1.098 5.051  -0.527
H: -0.071 3.137 4.863  0.192
H: 0.993 2.553 6.167  0.386
H: 1.509 2.424 4.457  0.105
H: 0.713 0.445 5.301  0.287
C: -1.390 7.155 0.769  -0.733
O: -0.280 6.637 0.046  -0.405
H: -1.516 6.578 1.686  0.253
H: -1.207 8.202 1.023  0.297
H: -2.294 7.071 0.162  0.293
H: -0.192 7.166 -0.758  0.245
C: 0.948 4.960 2.980  -0.447
O: 1.559 5.481 1.812  -0.528
H: 1.726 4.635 3.671  0.321
H: 0.342 5.737 3.456  0.392
H: 0.319 4.105 2.716  -0.030
H: 0.845 5.761 1.217  0.358
C: -4.153 -3.420 -8.131  -0.451
O: -5.469 -3.271 -7.620  -0.532
H: -4.211 -3.841 -9.136  0.245
H: -3.662 -2.444 -8.176  0.217
H: -3.582 -4.095 -7.489  0.216
H: -5.389 -2.897 -6.732  0.305
C: -4.387 -4.288 1.943  -0.606
O: -3.784 -3.772 0.766  -0.391
H: -3.602 -4.593 2.636  0.232
H: -5.002 -3.515 2.412  0.225
H: -5.004 -5.154 1.692  0.284
H: -4.499 -3.509 0.171  0.368
C: 2.411 2.104 -6.342  -0.626
O: 1.358 2.564 -5.510  -0.401
H: 3.124 2.916 -6.488  0.228
H: 2.917 1.260 -5.865  0.238
H: 2.009 1.798 -7.311  0.282
H: 0.741 1.828 -5.397  0.252
C: 2.213 5.947 -1.865  -0.354
O: 2.321 7.363 -1.819  -0.539
H: 1.172 5.680 -2.051  -0.057
H: 2.837 5.556 -2.673  0.417
H: 2.529 5.523 -0.908  0.235
H: 3.249 7.573 -1.653  0.298

SMILES   CCCCCc1c(N(C)C(C)=O)c([C@H](Br)[C@H](C)Br)c(S(=O)(=O)C(F)(F)C(F)(F)C(F)(F)F)c2nsnc12.CO.CO.CO.CO.CO.CO.CO.CO.CO
Net charge   0
E_HOMO   -9.42 eV
Kohn-Sham gap   7.01 eV

---

Each structure's energy above the most stable one, in kJ/mol: w 0.0; x 862.7.